[1]
The ion C2H2N2O3 with charge -2 in a non-equilibrium geometry. Source: OMol25; level of theory: ωB97M-V with the def2-TZVPD basis set.

```
! RIJCOSX wB97M-V def2-TZVPD def2/J DEFGRID3
* xyz -2 1
C 1.412 -0.612 0.063
C 0.130 0.600 -0.170
N -1.100 0.204 -0.608
N -1.887 -0.040 0.425
O -3.098 -0.325 0.228
O 2.427 -0.146 0.672
O 1.260 -1.725 -0.396
H 0.177 0.974 0.792
H 0.679 1.069 -1.006
*
```

**Highest occupied orbital energy**: 1.334 eV
**E**: -412.520035 Ha
**Frontier orbital gap**: 0.2216 Eh
**E_LUMO**: 7.36 eV
**Relative energy (zero: lowest compared OMol25 entry of this formula, charge and spin)**: 70.2 kJ/mol



[2]
A cluster of 2 separate species, C5H12NO in total in a non-equilibrium geometry. Source: OMol25; level of theory: ωB97M-V with the def2-TZVPD basis set.

```
! RIJCOSX wB97M-V def2-TZVPD def2/J DEFGRID3
* xyz 1 1
C 0.552 1.300 1.157
C 1.222 0.945 0.043
O 1.437 -0.434 -0.251
C 1.795 1.912 -1.000
H 0.714 2.307 1.437
H 0.216 0.632 2.009
H 1.879 -0.438 -1.104
H 1.492 2.926 -0.676
H 2.902 1.893 -1.181
H 1.211 1.609 -1.941
C -1.858 -0.733 -0.676
C -1.329 -2.310 1.132
N -0.938 -1.463 0.261
H -1.553 -0.894 -1.717
H -1.854 0.342 -0.386
H -2.907 -1.081 -0.511
H -2.381 -2.684 1.281
H -0.695 -2.735 1.905
H 0.094 -1.095 0.215
*
```

**Highest occupied orbital energy**: -13.165 eV
**E**: -327.396693 Ha
**Frontier orbital gap**: 0.3198 Eh
**E_LUMO**: -4.46 eV
**Relative energy (zero: lowest compared OMol25 entry of this formula, charge and spin)**: 165.1 kJ/mol



[3]
A cluster of 3 separate species, C24H40BrClN2O8 in total in a non-equilibrium geometry. Source: OMol25; level of theory: ωB97M-V with the def2-TZVPD basis set.

```
! RIJCOSX wB97M-V def2-TZVPD def2/J DEFGRID3
* xyz 0 1
C -0.261 3.218 0.164
C 0.987 4.084 0.440
C 2.245 3.212 0.481
C 2.298 2.188 1.640
O 2.739 0.909 1.226
C 1.706 0.024 0.878
C 1.106 -0.615 2.167
O -0.273 -0.370 2.370
C -1.141 -1.237 1.738
Cl -1.238 -1.061 -0.072
C -2.557 -0.892 2.262
C -2.962 0.582 2.111
C -3.882 0.829 0.897
O -3.179 1.421 -0.170
C -3.863 1.315 -1.402
C -0.921 -2.736 2.069
O -0.032 -3.324 1.126
O -0.735 -4.304 0.433
O 2.140 -1.041 0.095
C 2.658 -0.747 -1.159
Br 4.570 -0.227 -1.138
C 1.821 0.217 -2.013
O 1.623 -0.378 -3.325
C 0.555 -1.219 -3.304
C 0.774 -2.694 -3.201
O -0.520 -0.803 -3.376
H -1.101 3.862 -0.067
H -0.103 2.552 -0.681
H -0.448 2.633 1.056
H 1.117 4.818 -0.351
H 0.795 4.573 1.391
H 2.379 2.657 -0.443
H 3.101 3.880 0.566
H 3.018 2.567 2.358
H 1.349 2.152 2.180
H 0.886 0.609 0.450
H 1.418 -1.663 2.190
H 1.630 -0.127 2.985
H -3.251 -1.563 1.774
H -2.517 -1.127 3.328
H -2.121 1.265 2.099
H -3.552 0.828 2.992
H -4.299 -0.130 0.587
H -4.677 1.508 1.224
H -3.122 1.221 -2.193
H -4.433 2.227 -1.592
H -4.498 0.431 -1.461
H -1.867 -3.237 1.910
H -0.522 -2.889 3.068
H -0.664 -4.040 -0.493
H 2.675 -1.683 -1.692
H 2.330 1.152 -2.201
H 0.823 0.366 -1.614
H 0.930 -2.995 -2.163
H 1.624 -3.064 -3.771
H -0.099 -3.234 -3.541
N 3.708 -2.655 3.993
C 4.847 -2.778 4.740
C 4.631 -3.749 5.680
C 3.310 -4.236 5.490
C 2.768 -3.543 4.441
H 3.582 -2.012 3.232
H 5.709 -2.165 4.538
H 5.341 -4.077 6.422
H 2.815 -5.007 6.058
H 1.799 -3.605 3.975
N -2.269 1.672 -5.123
C -3.047 1.323 -6.191
C -3.647 2.459 -6.666
C -3.209 3.539 -5.853
C -2.358 3.020 -4.913
H -1.714 1.034 -4.575
H -3.107 0.299 -6.519
H -4.323 2.512 -7.503
H -3.486 4.575 -5.949
H -1.811 3.493 -4.114
*
```

**Highest occupied orbital energy**: -8.140 eV
**E**: -4683.941139 Ha
**Frontier orbital gap**: 0.3152 Eh
**E_LUMO**: 0.44 eV
**Relative energy (zero: lowest compared OMol25 entry of this formula, charge and spin)**: 0.0 kJ/mol